(1)
{"formula": "C21H42IN2O2", "method": "ωB97M-V/def2-TZVPD", "symbols": ["C", "C", "C", "C", "C", "C", "C", "C", "C", "C", "C", "I", "C", "N", "C", "C", "C", "C", "C", "O", "C", "C", "O", "C", "C", "N", "H", "H", "H", "H", "H", "H", "H", "H", "H", "H", "H", "H", "H", "H", "H", "H", "H", "H", "H", "H", "H", "H", "H", "H", "H", "H", "H", "H", "H", "H", "H", "H", "H", "H", "H", "H", "H", "H", "H", "H", "H", "H"], "coordinates": [[-3.01322, -0.49667, 0.13974], [-3.74921, 0.83378, -0.07804], [-3.13431, 1.67778, -1.19446], [-3.47481, 1.17428, -2.59966], [-2.50429, 1.60903, -3.70332], [-1.03022, 1.38142, -3.34913], [-0.28263, 2.62050, -2.85594], [1.15182, 2.29252, -2.45400], [1.22395, 1.45872, -1.15840], [1.71820, 2.23478, 0.07459], [0.90182, 2.10226, 1.36792], [-0.92303, 3.29819, 1.13454], [0.42441, 0.67909, 1.67779], [1.46475, 0.01462, 2.53099], [1.40383, -1.49715, 2.52327], [2.69180, -2.09486, 1.99297], [2.98620, -1.75529, 0.51320], [2.75017, -2.92849, -0.43917], [1.28145, -3.23605, -0.67079], [0.71889, -3.78173, 0.53741], [-0.33533, -4.65519, 0.36010], [-1.53432, -4.08699, -0.35989], [-0.26986, -5.73433, 0.79677], [1.34030, 0.60097, 3.90485], [1.23240, 2.13710, 3.79834], [1.70275, 2.54623, 2.48014], [-1.95080, -0.39968, -0.12304], [-3.42062, -1.30196, -0.47649], [-3.07413, -0.82627, 1.17982], [-4.79509, 0.62417, -0.32938], [-3.76213, 1.40706, 0.85329], [-2.04767, 1.68832, -1.04811], [-3.46068, 2.72014, -1.09530], [-3.53741, 0.07833, -2.59776], [-4.48028, 1.53047, -2.84962], [-2.74197, 1.03639, -4.60397], [-2.67183, 2.66187, -3.96141], [-0.98820, 0.59054, -2.58467], [-0.48845, 0.98574, -4.21578], [-0.81014, 3.07933, -2.01097], [-0.28045, 3.36542, -3.65922], [1.61885, 1.73894, -3.27505], [1.73846, 3.20875, -2.33202], [1.89823, 0.61156, -1.31649], [0.22724, 1.03841, -0.97230], [2.74701, 1.94534, 0.32706], [1.76774, 3.30119, -0.16296], [-0.49437, 0.65939, 2.26444], [0.26438, 0.09888, 0.77041], [2.37302, 0.30569, 2.15732], [1.20468, -1.82697, 3.54290], [0.55124, -1.78385, 1.90613], [2.59383, -3.17441, 2.11993], [3.52851, -1.77658, 2.62586], [4.01672, -1.40652, 0.41827], [2.35169, -0.92357, 0.16811], [3.24069, -3.82427, -0.04601], [3.19078, -2.70897, -1.41611], [0.73817, -2.31716, -0.93655], [1.16664, -3.94485, -1.49540], [-1.45776, -3.01167, -0.52084], [-1.64663, -4.58922, -1.32388], [-2.42302, -4.30782, 0.23267], [2.20453, 0.27447, 4.48476], [0.43758, 0.16569, 4.33486], [1.89024, 2.58882, 4.54027], [0.20951, 2.47268, 4.01537], [1.83037, 3.55171, 2.44201]], "total_charge": 1, "homo_ev": -12.353, "smiles": "CCCCCCCCCC[C@@]1(I)C[N@H+](CCCCCOC(C)=O)CCN1", "energy_ha": -1382.82344, "gap_ev": 9.87}

(2)
{"formula": "C21H42MnO21", "method": "ωB97M-V/def2-TZVPD", "symbols": ["Mn", "C", "O", "C", "O", "O", "C", "H", "H", "H", "H", "H", "H", "C", "O", "C", "O", "O", "C", "H", "H", "H", "H", "H", "H", "C", "O", "C", "O", "O", "C", "H", "H", "H", "H", "H", "H", "C", "O", "C", "O", "O", "C", "H", "H", "H", "H", "H", "H", "C", "O", "C", "O", "O", "C", "H", "H", "H", "H", "H", "H", "C", "O", "C", "O", "O", "C", "H", "H", "H", "H", "H", "H", "C", "O", "C", "O", "O", "C", "H", "H", "H", "H", "H", "H"], "coordinates": [[-0.16598, 0.09903, -0.36833], [-2.91221, -3.16282, -0.31177], [-3.81168, -2.09756, 0.02797], [-3.29264, -0.91439, 0.40642], [-2.13639, -0.61336, 0.35875], [-4.23466, -0.18560, 1.01312], [-5.59256, -0.57839, 1.11864], [-2.27684, -3.35277, 0.55455], [-2.19530, -2.97315, -1.11078], [-3.56886, -3.99429, -0.54699], [-5.92849, -0.98502, 0.16593], [-6.27184, 0.17906, 1.49871], [-5.63183, -1.39972, 1.83883], [2.92427, 3.47926, 1.45099], [2.15640, 2.32257, 1.08656], [2.74633, 1.29195, 0.39920], [2.07922, 0.44494, -0.14405], [4.01898, 1.52147, 0.21954], [4.84061, 0.60064, -0.49844], [2.35079, 4.16285, 2.06749], [3.22290, 3.87641, 0.47987], [3.81408, 3.11882, 1.96798], [5.74148, 1.13015, -0.80390], [4.43071, 0.22053, -1.43386], [5.19138, -0.23848, 0.09986], [-0.01405, -3.48323, -3.38215], [-1.03223, -2.60650, -3.79242], [-1.36746, -1.46504, -3.20607], [-0.91786, -0.99828, -2.19549], [-2.35886, -0.87997, -3.88459], [-2.84359, -1.39741, -5.12587], [-0.30831, -4.51767, -3.55470], [0.42856, -3.29146, -2.40636], [0.79086, -3.40013, -4.11970], [-2.00980, -1.78234, -5.70908], [-3.33095, -0.54969, -5.59820], [-3.53776, -2.21465, -4.93263], [1.73873, 3.88635, -2.11612], [1.29487, 3.16460, -3.25095], [0.73184, 1.99857, -3.01642], [0.41093, 1.53668, -1.94791], [0.46191, 1.33036, -4.14475], [1.07370, 1.72703, -5.39753], [0.92725, 4.01997, -1.40026], [2.17059, 4.81596, -2.47627], [2.52991, 3.33770, -1.59788], [1.18115, 0.82534, -5.99636], [2.06400, 2.16393, -5.29142], [0.43791, 2.41237, -5.95447], [-0.69428, -2.25277, 4.33105], [-0.79315, -1.49565, 3.14674], [-0.09792, -0.38081, 2.96979], [0.06835, 0.12990, 1.88878], [0.38821, 0.08950, 4.11506], [1.10621, 1.33533, 4.11436], [-1.58627, -2.06638, 4.93314], [0.14537, -1.99485, 4.97372], [-0.66434, -3.32641, 4.16474], [1.71769, 1.38541, 5.01279], [0.48832, 2.23112, 4.18522], [1.71455, 1.34579, 3.21415], [-2.51536, 2.04740, 2.80588], [-1.71308, 3.08335, 2.26696], [-1.11662, 2.94836, 1.08203], [-1.07969, 1.96730, 0.39269], [-0.45945, 4.08082, 0.80556], [-0.53067, 5.27517, 1.56601], [-1.87658, 1.30140, 3.28521], [-2.94321, 1.45319, 1.99744], [-3.28247, 2.31091, 3.52714], [-0.28805, 5.07206, 2.60874], [-1.52324, 5.72488, 1.51962], [0.14197, 6.02758, 1.16060], [3.43418, -2.72806, 0.15077], [2.27921, -3.42608, 0.61111], [1.06825, -2.93783, 0.51388], [0.74137, -1.94639, -0.09915], [0.19421, -3.69967, 1.16862], [0.52601, -4.83910, 1.95437], [4.19012, -3.37573, 0.59870], [3.55669, -1.72565, 0.54980], [3.65894, -2.78302, -0.91370], [0.91136, -4.59179, 2.94094], [1.24717, -5.47132, 1.43661], [-0.43298, -5.35257, 1.98194]], "multiplicity": 6, "total_charge": 2, "homo_ev": [-15.433, -15.742], "energy_ha": -3556.02377, "gap_ev": [11.50, 11.80]}

(3)
{"formula": "C21H43BMoO2P2", "method": "ωB97M-V/def2-TZVPD", "symbols": ["P", "P", "C", "C", "H", "H", "H", "H", "C", "H", "H", "H", "C", "H", "H", "H", "C", "H", "H", "H", "C", "H", "H", "H", "Mo", "C", "C", "C", "C", "C", "C", "C", "C", "C", "H", "H", "H", "H", "H", "H", "H", "H", "H", "H", "H", "H", "H", "H", "H", "C", "C", "C", "O", "B", "O", "C", "C", "C", "H", "H", "H", "H", "H", "H", "H", "H", "H", "H", "H", "H"], "coordinates": [[1.56091, 2.51689, 0.50197], [1.40098, 0.43405, -2.67178], [2.79502, 2.04017, -0.75656], [2.28966, 1.95131, -2.21863], [3.25260, 1.08472, -0.42524], [3.55689, 2.84003, -0.66421], [1.65924, 2.81117, -2.50416], [3.19148, 2.00046, -2.85966], [2.92093, -0.38601, -3.59972], [2.56950, -1.27160, -4.15264], [3.72130, -0.70482, -2.91210], [3.34141, 0.31456, -4.32956], [0.91429, 0.73778, -4.49158], [1.66631, 1.33790, -5.02939], [-0.05206, 1.24928, -4.60576], [0.82669, -0.23581, -5.00198], [2.77267, 3.02940, 1.92453], [2.40781, 2.60984, 2.93764], [2.81982, 4.11491, 1.95704], [3.75783, 2.60600, 1.70700], [0.91321, 4.08896, -0.11214], [0.48382, 3.92488, -1.10395], [1.75200, 4.78717, -0.16842], [0.13899, 4.47988, 0.54197], [0.89319, 1.64665, 2.29016], [0.35827, -1.94497, -2.96652], [1.21195, -1.39619, -1.94526], [0.57458, -1.00820, -0.61704], [-0.55612, -0.00315, -0.89650], [-0.60777, 0.59756, -2.36458], [-1.65610, 0.22073, -3.22005], [-2.13900, -1.13875, -3.32471], [-1.06995, -2.22748, -2.85190], [-0.78961, 2.87247, 2.51036], [0.86104, -2.42590, -3.81438], [2.19093, -1.91248, -1.84247], [1.34026, -0.56395, 0.04850], [0.24098, -1.89369, -0.06183], [-1.52547, -0.45281, -0.65585], [-0.42935, 0.83880, -0.20776], [-0.60283, 1.70633, -2.30422], [-2.24624, 1.00871, -3.71585], [-2.47986, -1.37095, -4.36923], [-3.03662, -1.23092, -2.68937], [-1.34929, -2.50721, -1.81801], [-1.27182, -3.11240, -3.47194], [-1.67806, 2.47671, 1.99134], [-0.66663, 3.94954, 2.28788], [-0.95511, 2.74132, 3.59539], [-2.41332, -2.21772, 1.48733], [-2.06355, -1.39845, 2.72424], [-3.35971, -1.19969, 3.50860], [-1.58639, -0.12875, 2.30991], [-0.17269, -0.09261, 2.51035], [0.27419, -1.32799, 3.05925], [-0.86022, -2.01389, 3.54487], [-1.00902, -1.76983, 5.04936], [-0.62231, -3.50625, 3.35306], [-3.19345, -1.69580, 0.91301], [-2.82226, -3.19258, 1.79405], [-1.54552, -2.37839, 0.83381], [-4.09221, -0.66302, 2.88759], [-3.78872, -2.18308, 3.76089], [-3.20801, -0.62979, 4.43778], [-1.85917, -2.35457, 5.42952], [-0.11464, -2.13143, 5.57075], [-1.16576, -0.71245, 5.30558], [-0.32985, -3.74862, 2.32074], [0.18713, -3.82147, 4.02533], [-1.52719, -4.06451, 3.62515]], "multiplicity": 3, "total_charge": 2, "homo_ev": [-13.531, -14.168], "energy_ha": -1751.34074, "gap_ev": [6.25, 6.77]}

(4)
{"formula": "C21H43HfN2P3S", "method": "ωB97M-V/def2-TZVPD", "symbols": ["Hf", "P", "P", "P", "H", "C", "C", "H", "C", "C", "C", "C", "C", "C", "C", "C", "C", "H", "H", "H", "H", "H", "H", "H", "H", "H", "H", "H", "H", "H", "H", "H", "H", "H", "H", "H", "H", "H", "H", "H", "H", "H", "H", "H", "H", "H", "C", "C", "C", "C", "C", "C", "S", "H", "H", "H", "H", "H", "H", "C", "N", "C", "C", "N", "C", "H", "H", "H", "H", "H", "H"], "coordinates": [[0.25703, 0.48439, 0.00950], [2.07313, 1.81810, 1.12670], [-1.38129, 0.68674, 1.91333], [-1.29039, 2.37106, -0.76496], [1.71470, -1.36360, -4.51234], [1.52728, -0.32923, -4.20014], [2.43435, 0.20478, -3.13211], [3.12132, -0.46395, -2.59843], [3.59020, 1.03670, 1.77715], [1.75262, 2.99711, 2.50098], [2.66302, 2.92750, -0.21342], [-2.94695, -0.29256, 1.77824], [-0.82077, -0.00090, 3.51728], [-2.12154, 2.22669, 2.59550], [-1.03428, 2.81597, -2.52085], [-1.21630, 3.99964, 0.01512], [-3.08902, 2.06834, -0.76354], [1.32067, 0.27614, -5.12087], [2.71252, 1.26909, -3.14532], [3.85880, 0.14344, 1.19941], [3.45131, 0.76595, 2.83450], [4.39733, 1.77624, 1.69519], [1.30651, 2.48329, 3.36726], [1.08592, 3.80322, 2.16447], [2.71216, 3.43874, 2.81289], [2.66642, 2.40288, -1.17882], [3.68036, 3.24757, 0.03329], [2.00494, 3.80300, -0.27827], [-3.55013, -0.02399, 2.66088], [-2.69762, -1.35682, 1.77530], [-3.48267, -0.07097, 0.85069], [-1.46851, 0.43631, 4.29316], [0.22457, 0.26007, 3.70601], [-0.90001, -1.09338, 3.51689], [-2.61745, 1.95575, 3.54224], [-2.85918, 2.66658, 1.91339], [-1.33044, 2.96024, 2.79320], [-1.34821, 3.89539, -2.59812], [-1.66452, 2.13273, -3.15294], [0.05539, 2.70835, -2.78167], [-1.84784, 4.64869, -0.59499], [-0.19060, 4.37649, 0.03888], [-1.61341, 3.97600, 1.02626], [-3.49383, 2.72522, -1.53084], [-3.53403, 2.32345, 0.19275], [-3.34452, 1.03466, -0.99341], [-0.43977, -2.12426, -3.09948], [-1.80516, -2.45282, -3.17157], [-2.16526, -3.82520, -3.13541], [-1.16101, -4.80151, -2.92649], [0.17561, -4.42101, -2.65688], [0.52574, -3.07132, -2.78470], [-0.03948, -0.38028, -3.03651], [-0.84753, 0.08929, -4.08672], [-2.50252, -1.61382, -3.37282], [-3.19440, -4.14847, -3.39421], [-1.46392, -5.85723, -3.00045], [0.92706, -5.20770, -2.46655], [1.54128, -2.74356, -2.65919], [1.87870, -3.84965, 3.24302], [1.15750, -3.16436, 2.19009], [0.14731, -3.70816, 1.39584], [-0.29985, -2.71067, 0.58678], [0.47905, -1.57134, 0.82850], [1.34971, -1.89364, 1.81889], [1.33865, -4.76415, 3.50379], [2.89298, -4.10652, 2.91555], [1.94325, -3.20556, 4.12039], [-0.23263, -4.70783, 1.50711], [-1.08002, -2.65202, -0.16565], [2.10768, -1.25936, 2.27727]], "total_charge": 4, "homo_ev": [-18.126, -18.128], "energy_ha": -2404.11111, "gap_ev": [4.14, 4.15]}

Q: Number 3 is which compound?
A: C21H43BMoO2P2